No. 1
Below is the molecule C5H8OS, with properties calculated with ωB97M-V/def2-TZVPD.

Calculated values
- structure (SMILES) = S[C@H]1[C@H]2COC[C@@H]12
- orbital gap (hartree) = 0.34652

```
! wB97M-V def2-TZVPD RIJCOSX def2/J DEFGRID3
* xyz 0 1
C -0.887 0.916 0.125
C 0.500 1.191 -0.503
C 1.279 0.033 -1.138
C 1.188 -0.597 1.115
C 0.347 0.747 0.933
H -0.698 -1.242 -0.345
H -1.361 1.911 0.285
H 0.871 2.238 -0.619
H 0.708 -0.431 -1.902
H 2.296 0.256 -1.568
H 2.170 -0.164 1.655
H 0.603 -1.393 1.626
H 0.257 1.453 1.703
O 1.393 -1.028 -0.229
S -1.910 -0.509 -0.137
*
```

***

No. 2
Below is a structure of composition C5H8OS, with properties calculated with ωB97M-V/def2-TZVPD.

Calculated values
- orbital gap (hartree) = 0.32538

```
! wB97M-V def2-TZVPD RIJCOSX def2/J DEFGRID3
* xyz 0 1
C 0.807 -0.268 -0.532
C -0.165 0.766 -0.294
C -1.300 -0.068 -0.695
C 0.044 -1.075 0.558
C -0.180 0.381 1.178
H 2.418 1.251 -0.600
H 0.672 -0.674 -1.617
H -0.028 1.824 -0.304
H -2.391 0.540 -0.580
H -1.251 -0.283 -1.730
H 0.441 -1.891 1.304
H -1.164 0.587 1.747
H 0.631 0.621 1.778
O -1.081 -1.304 -0.111
S 2.548 -0.408 -0.103
*
```

***

No. 3
Below is the molecule C5H8OS2, with properties calculated with ωB97M-V/def2-TZVPD.

Calculated values
- structure (SMILES) = C=C(S)CCC(=O)S
- orbital gap (hartree) = 0.34283

```
! wB97M-V def2-TZVPD RIJCOSX def2/J DEFGRID3
* xyz 0 1
C -0.072 -0.113 1.712
C 0.026 1.120 0.892
C 0.822 0.789 -0.414
C 0.207 -0.351 -1.220
C 0.696 -1.601 -1.214
O 0.799 -0.844 2.007
S -1.824 -0.347 2.258
S -1.115 0.202 -2.208
H -0.961 1.730 0.842
H 0.577 1.892 1.423
H 0.931 1.599 -1.080
H 1.787 0.414 0.049
H 0.107 -2.411 -1.731
H -1.962 0.901 1.928
H 1.534 -2.015 -0.724
H -1.553 -0.966 -2.521
*
```

***

No. 4
Below is the molecule C5H8P2, with properties calculated with ωB97M-V/def2-TZVPD.

Calculated values
- orbital gap (hartree) = 0.30138

```
! wB97M-V def2-TZVPD RIJCOSX def2/J DEFGRID3
* xyz 0 1
C 0.847 -1.184 0.708
C 0.192 1.230 -0.072
C -0.563 0.816 -1.352
C -0.622 -1.055 0.881
C 0.168 0.174 0.974
P 1.286 -1.678 -0.963
P 0.307 -0.482 -2.347
H 1.566 -1.468 1.430
H 1.356 1.212 -0.310
H -0.342 2.064 0.199
H -1.690 0.849 -1.082
H -0.521 1.621 -2.065
H -1.311 -1.467 0.111
H -0.971 -1.162 1.927
H 0.297 0.531 1.960
*
```

***

No. 5
Below is a structure of composition C5H8S, with properties calculated with ωB97M-V/def2-TZVPD.

Calculated values
- orbital gap (hartree) = 0.34035

```
! wB97M-V def2-TZVPD RIJCOSX def2/J DEFGRID3
* xyz 0 1
C 0.379 1.164 -0.735
C 0.954 0.340 0.452
C -0.279 0.147 1.265
C -1.110 -0.888 0.466
C -1.615 -1.676 -0.306
H 0.053 2.234 -0.398
H -0.400 0.400 -1.131
H 1.083 1.335 -1.960
H 1.677 0.772 1.089
H 0.643 -1.025 -1.054
H -0.119 -0.383 2.345
H -1.080 1.002 1.339
H -2.070 -2.062 -1.478
S 1.884 -1.359 0.108
*
```

***

No. 6
Below is the molecule C5H8S, with properties calculated with ωB97M-V/def2-TZVPD.

Calculated values
- structure (SMILES) = S=CC1CCC1
- orbital gap (hartree) = 0.31916

```
! wB97M-V def2-TZVPD RIJCOSX def2/J DEFGRID3
* xyz 0 1
C 1.824 0.723 0.158
C 0.379 0.288 0.498
C -0.041 -1.118 0.087
C -1.431 -0.474 -0.194
C -0.756 0.869 -0.320
H 2.010 1.755 -0.016
H 0.319 0.469 1.529
H -0.008 -1.990 0.835
H 0.451 -1.419 -0.780
H -2.056 -0.660 0.697
H -1.971 -0.859 -1.030
H -1.253 1.726 0.110
H -0.411 1.015 -1.397
S 2.942 -0.325 -0.177
*
```

***

No. 7
Below is the molecule C5H8S, with properties calculated with ωB97M-V/def2-TZVPD.

Calculated values
- structure (SMILES) = C1C[C@@H]2S[C@@H]2C1
- orbital gap (hartree) = 0.35848

```
! wB97M-V def2-TZVPD RIJCOSX def2/J DEFGRID3
* xyz 0 1
C 0.980 -0.020 -0.735
C 0.104 1.381 -0.003
C -1.047 0.695 0.526
C -0.819 -0.873 0.567
C 0.515 -1.236 -0.029
H 0.891 0.099 -1.824
H 2.176 0.064 -0.544
H -0.117 1.975 -1.155
H 0.763 1.955 0.813
H -1.537 1.083 1.532
H -1.277 -1.274 1.463
H 1.131 -1.677 0.810
H 0.318 -1.991 -0.797
S -2.082 -0.181 -0.624
*
```

***

No. 8
Below is the molecule C5H8S, with properties calculated with ωB97M-V/def2-TZVPD.

Calculated values
- structure (SMILES) = C=CCSC=C
- orbital gap (hartree) = 0.36668

```
! wB97M-V def2-TZVPD RIJCOSX def2/J DEFGRID3
* xyz 0 1
C 2.663 -0.492 0.417
C 1.915 -0.019 -0.524
C 0.722 0.389 0.059
C -1.888 0.079 -0.364
C -2.919 -0.222 0.456
H 2.360 -0.238 1.444
H 3.785 -0.672 0.102
H 1.872 -0.023 -1.707
H 0.713 0.697 1.092
H 0.224 1.299 -0.437
H -2.151 0.969 -1.241
H -3.878 0.245 0.023
H -2.976 -1.030 1.052
S -0.442 -0.983 -0.373
*
```

***

No. 9
Below is a structure of composition C5H8S3, with properties calculated with ωB97M-V/def2-TZVPD.

Calculated values
- orbital gap (hartree) = 0.35493

```
! wB97M-V def2-TZVPD RIJCOSX def2/J DEFGRID3
* xyz 0 1
C 1.221 -0.789 -0.044
C 0.790 -0.542 1.442
C -0.562 0.147 1.244
C 0.010 -0.153 -0.767
C -1.163 -0.684 0.087
H 2.641 1.088 -0.222
H 1.252 -1.853 -0.282
H 1.528 0.106 1.968
H 0.696 -1.480 1.982
H -1.164 0.406 2.122
H -0.024 -0.202 -1.873
H -1.134 -1.800 0.279
H -2.742 0.929 -0.620
S 2.845 -0.180 -0.538
S -0.171 1.499 0.041
S -2.851 -0.387 -0.450
*
```

***

No. 10
Below is a structure of composition C5H8S3, with properties calculated with ωB97M-V/def2-TZVPD.

Calculated values
- orbital gap (hartree) = 0.31729

```
! wB97M-V def2-TZVPD RIJCOSX def2/J DEFGRID3
* xyz 0 1
C -0.541 1.314 0.573
C -0.103 0.361 -0.553
C 1.159 0.514 -1.152
C 0.371 -1.621 0.749
C -0.331 -1.234 -0.529
H -2.758 0.784 1.094
H 0.480 1.589 1.102
H -0.820 2.321 0.155
H 1.563 0.383 -2.217
H 1.599 1.454 -1.008
H -0.314 -1.418 1.705
H 0.739 -2.540 0.758
H 0.294 -1.877 -1.207
S -1.758 0.820 1.940
S 1.999 -0.490 0.213
S -1.581 -0.361 -1.623
*
```

***

No. 11
Below is a structure of composition C5H9BClF3Zr, with properties calculated with ωB97M-V/def2-TZVPD.

Calculated values
- orbital gap (hartree) = 0.15783

```
! wB97M-V def2-TZVPD RIJCOSX def2/J DEFGRID3
* xyz 4 1
C -1.957 0.688 0.247
C -1.084 0.264 -0.925
C 0.386 0.065 -0.737
C 0.987 1.512 -0.490
B 0.763 -1.038 0.268
Cl -0.445 -2.510 0.413
C 2.081 -1.227 1.300
F 1.794 -2.100 2.237
F 2.334 -0.040 1.798
F 3.046 -1.637 0.494
H -1.797 0.073 1.175
H -1.727 1.736 0.540
H -3.055 0.710 -0.006
H -1.313 0.861 -1.825
H -1.565 -0.852 -1.240
H 0.802 -0.271 -1.712
H 2.077 1.371 -0.449
H 0.651 1.930 0.464
H 0.771 2.198 -1.316
Zr -2.748 -1.733 -0.236
*
```

***

No. 12
Below is a cluster of 2 separate species, C5H9BF6NO4P in total, with properties calculated with ωB97M-V/def2-TZVPD.

Calculated values
- structure (SMILES) = N=P(O)(O)BC(F)(F)F.CCOC(=O)C(F)(F)F
- orbital gap (hartree) = 0.30606

```
! wB97M-V def2-TZVPD RIJCOSX def2/J DEFGRID3
* xyz 0 1
N 4.961 -0.913 2.241
P 3.909 -1.742 1.462
O 3.753 -1.317 -0.074
O 4.294 -3.298 1.233
B 2.181 -1.723 2.294
C 0.862 -2.127 1.481
F 0.001 -2.893 2.177
F 1.107 -2.786 0.318
F 0.210 -0.981 1.145
H 4.560 -0.480 3.068
H 3.334 -2.001 -0.621
H 4.678 -3.655 2.050
H 2.074 -1.375 3.418
C -3.113 -0.141 -0.944
C -1.919 0.761 -0.725
O -1.884 1.829 -1.698
C -2.670 2.865 -1.452
O -3.392 3.023 -0.512
C -2.500 3.921 -2.567
F -2.540 3.361 -3.780
F -1.315 4.535 -2.430
F -3.459 4.837 -2.493
H -3.114 -0.532 -1.961
H -3.071 -0.979 -0.248
H -4.046 0.396 -0.780
H -0.987 0.222 -0.875
H -1.913 1.189 0.276
*
```

***

Ordered LUMO results: 0.8; 0.0; 0.6; -0.4; 0.3; 0.1; 1.0; 1.1; 0.7; 0.1; -22.5; -1.8; unit eV.
Ordered highest occupied orbital energy results: -8.59; -8.89; -8.71; -8.60; -8.99; -8.55; -8.79; -8.91; -8.98; -8.53; -26.81; -10.16; unit eV.
Ordered max |F| results: 0.0547; 0.1280; 0.0546; 0.0914; 0.1153; 0.0615; 0.1092; 0.1258; 0.0204; 0.1340; 0.0440; 0.0109; unit Eh/bohr.